Below is a molecular structure, C13H46Ca2O23P2S2 in a non-equilibrium geometry, with properties calculated with ωB97M-V/def2-TZVPD.

Structure (ORCA input):
```
! RIJCOSX wB97M-V def2-TZVPD def2/J DEFGRID3
* xyz 0 1
Ca 3.156 0.067 -1.477
Ca 1.256 -2.224 2.773
S 4.342 -2.070 0.977
S 0.804 0.344 0.189
P -2.320 -3.337 2.326
P 2.207 1.600 -4.712
O -2.728 1.751 -0.920
O 2.508 0.750 -3.546
O -3.414 -2.560 3.252
O -2.937 -4.820 2.177
O 2.055 1.055 0.233
O -0.261 1.347 0.128
O -0.228 4.014 0.221
O 3.379 2.665 -5.002
O 3.322 -2.049 2.006
O 4.322 -0.849 0.183
O 1.424 -3.521 0.807
O 4.048 -3.186 0.084
O -0.512 -0.777 3.821
O -1.464 1.718 2.563
O -0.479 -1.227 -3.001
O 0.950 2.617 -4.439
O 1.908 0.801 -6.070
O 5.657 -2.242 1.595
O 2.763 2.094 2.414
O 0.727 -0.516 1.395
O -0.921 -3.249 2.852
O 1.013 -0.411 -1.039
O -2.592 -2.730 0.863
C -1.912 -1.028 -3.127
C 1.092 -0.362 -6.076
C 0.444 2.836 -3.160
C -3.081 3.066 -0.654
C 3.267 3.634 -6.064
C -1.083 2.896 3.282
C 0.518 -3.575 -0.311
C 3.682 1.197 3.020
C -1.200 -1.012 5.031
C 1.129 4.475 0.007
C -4.820 -2.543 2.895
C -2.340 -1.353 0.584
C -2.419 -5.959 2.878
H -0.710 0.122 3.548
H -2.547 3.821 -1.232
H -0.239 3.059 0.320
H 0.065 -0.027 -6.224
H -1.685 2.994 4.186
H 1.087 -0.898 -5.127
H -1.917 -0.704 1.352
H 3.225 0.336 3.509
H 2.313 3.771 -6.575
H -1.057 -2.057 5.306
H 4.299 1.741 3.736
H -0.159 -0.928 -2.146
H -2.256 -0.785 4.883
H 1.345 -1.007 -6.918
H -1.059 1.644 1.696
H 0.537 3.906 -2.974
H -0.606 2.544 -3.184
H -2.832 3.318 0.377
H -5.148 -1.516 3.053
H -2.193 -0.009 -2.864
H 2.322 -3.608 0.479
H 0.533 -2.778 -1.055
H -3.195 -0.812 0.180
H 4.386 0.846 2.267
H 0.625 -4.567 -0.750
H -3.260 -6.498 3.315
H 1.771 3.639 -0.270
H -0.055 2.776 3.625
H 4.019 3.384 -6.812
H -2.159 -1.287 -4.156
H 1.554 4.894 0.919
H -2.513 -1.691 -2.505
H -5.045 -2.805 1.861
H -1.791 1.637 -0.743
H -1.139 3.759 2.618
H -0.430 -3.433 0.209
H -1.600 -1.321 -0.216
H -1.653 -5.579 3.553
H -5.427 -3.153 3.565
H -4.160 3.223 -0.653
H 3.632 4.523 -5.549
H -0.800 -0.455 5.878
H 2.456 1.737 1.577
H 0.961 2.350 -2.332
H 1.151 5.160 -0.840
H -1.908 -6.595 2.155
*
```

Results
E in Ha: -5088.170528
ΔE to the lowest compared entry with this formula, charge and spin in kcal per mole: 0.00
Frontier orbital gap in Ha: 0.285
LUMO energy in eV: -0.115